No. 1
Below is a 10-piece molecular cluster, C28H82N14O10 overall at a distorted geometry, with properties calculated with wB97M-V/def2-TZVPD.

Geometry as XYZ:
```
134
Properties=species:S:1:pos:R:3:forces:R:3
C 6.41807 4.18467 0.67560 -0.2 -0.6 0.0
C 5.80746 5.48995 0.14466 0.2 -2.0 0.8
C 4.27405 5.29312 0.12208 0.0 0.6 -0.9
O 3.86202 4.25255 -0.76561 0.3 -0.4 0.3
C 3.20894 3.19752 -0.08600 -0.3 0.1 -0.2
N 6.16692 6.57219 1.03341 -0.2 0.7 -0.4
H 6.09175 3.38139 0.01001 0.2 -0.1 0.1
H 6.09053 3.91660 1.68469 -0.2 0.3 0.0
H 7.50927 4.16314 0.72030 0.0 0.3 -0.3
H 6.22541 5.53587 -0.86671 -0.4 0.6 -0.1
H 3.78357 6.18819 -0.27250 0.1 0.2 0.3
H 3.88647 5.11489 1.12656 0.2 0.0 0.1
H 2.92561 2.43150 -0.80732 0.2 0.2 -0.1
H 2.26914 3.55393 0.34774 0.0 0.0 0.2
H 3.81411 2.74407 0.70157 0.1 0.0 0.0
H 7.00477 6.36254 1.55547 0.1 0.0 0.0
H 6.33594 7.41197 0.49209 0.0 0.1 0.3
C -3.78725 2.15148 -0.73754 2.3 1.6 -0.4
C -4.17483 2.97312 0.51442 -1.5 -2.1 -1.7
C -5.11490 4.09700 0.09962 0.6 0.1 -0.4
O -5.44458 4.85906 1.23370 0.1 0.3 0.4
C -6.70118 5.49866 1.21473 -0.8 -1.2 -0.1
N -4.87308 2.01813 1.41904 0.4 1.7 1.3
H -3.19359 1.25531 -0.55317 -0.7 -0.4 0.4
H -2.97017 2.74236 -1.18745 -0.3 0.1 -0.4
H -4.49025 1.99644 -1.55335 -0.5 -0.1 0.5
H -3.27886 3.41404 0.94906 -0.1 -0.3 0.5
H -6.00446 3.66793 -0.37608 -0.1 0.0 0.1
H -4.59612 4.69195 -0.66312 -0.1 0.3 0.0
H -6.73285 6.50729 0.80415 0.3 0.0 -0.1
H -7.13971 5.47620 2.21346 0.4 0.3 0.2
H -7.37990 4.84186 0.65373 -0.1 0.4 -0.3
H -5.19708 2.68676 2.13121 -0.1 -0.7 0.3
H -5.73915 1.68077 1.01048 0.2 0.0 -0.5
C 0.65059 -6.18722 5.90455 0.8 0.6 0.2
C 0.66645 -6.86949 4.56184 -0.5 0.2 -0.9
C 0.82623 -5.83917 3.44006 0.1 1.3 -1.0
O 1.02927 -6.45448 2.17947 0.0 -1.0 0.2
C 1.35206 -5.60903 1.10356 0.3 -0.1 0.1
N 1.64162 -7.95052 4.52475 0.4 -0.3 -0.8
H 0.62786 -6.91892 6.70959 -0.5 0.1 0.0
H -0.08379 -5.38409 5.98304 -0.4 -0.4 0.1
H 1.59522 -5.64405 6.04534 0.1 -0.2 -0.1
H -0.28120 -7.37350 4.34376 -0.1 0.1 0.4
H 1.61817 -5.10390 3.65253 0.5 -0.5 0.1
H -0.00488 -5.15173 3.24335 -0.5 -0.3 0.9
H 0.75625 -4.69232 1.06546 -0.1 0.0 0.2
H 1.17303 -6.16845 0.18791 0.0 0.0 0.0
H 2.41566 -5.35336 1.15244 0.0 0.3 0.0
H 1.52308 -8.35330 3.59367 0.0 -0.3 0.3
H 2.60557 -7.62370 4.46571 -0.1 0.4 0.4
C 0.45002 3.94399 -6.43333 -0.5 0.6 -0.2
C 0.30608 3.33905 -5.04094 1.3 -1.2 -0.2
C -0.80871 3.80105 -4.11932 -0.6 1.6 -1.3
O -0.78683 3.16044 -2.88097 -0.2 -0.8 0.7
C 0.04969 3.75362 -1.90056 -0.6 0.7 -0.2
N 0.27238 1.88291 -5.20279 -0.4 -0.3 0.1
H -0.28945 3.50935 -7.11293 -0.3 0.4 0.1
H 1.38905 3.74825 -6.95361 0.2 -0.4 0.6
H 0.39358 5.03638 -6.41538 -0.4 0.0 0.0
H 1.27132 3.52593 -4.54679 -0.2 0.3 0.3
H -1.80307 3.67571 -4.56602 0.1 -0.8 0.0
H -0.82014 4.90565 -4.09285 0.5 0.0 0.8
H 1.05043 3.87753 -2.31552 0.1 0.4 0.3
H 0.08504 3.20796 -0.95707 -0.1 -0.8 -0.5
H -0.45023 4.68144 -1.59556 0.6 0.4 -0.2
H -0.17532 1.41652 -4.40208 0.4 0.1 -0.3
H -0.35587 1.64175 -5.96573 0.1 0.1 -0.1
C -2.61165 -0.70777 -5.40438 0.3 -0.2 -0.5
C -2.44215 -0.29792 -3.95452 -0.7 0.7 -1.2
C -3.22717 -1.19549 -2.97855 1.1 1.2 0.9
O -4.63269 -1.29429 -3.02869 0.0 -0.1 -0.9
C -5.08761 -2.23852 -3.97599 -0.2 -0.8 0.0
N -1.03226 -0.20465 -3.60798 -0.1 -0.5 0.5
H -2.01331 -0.09271 -6.08027 0.0 0.2 0.2
H -3.65827 -0.54280 -5.65983 0.1 -0.3 -0.3
H -2.28655 -1.72860 -5.63289 -0.3 -0.1 0.2
H -2.86419 0.71550 -3.99879 0.1 0.0 0.8
H -3.03612 -0.70242 -2.02118 0.0 -0.4 0.2
H -2.66578 -2.14004 -2.99632 -0.6 -0.4 0.1
H -4.63514 -3.21455 -3.76251 0.1 0.0 -0.1
H -4.89107 -1.99202 -5.01978 0.2 0.2 0.1
H -6.16476 -2.39370 -3.90196 0.0 0.4 0.3
H -0.90050 0.09466 -2.63186 -0.6 -0.2 -0.5
H -0.65416 -1.15143 -3.64849 0.2 0.1 -0.1
C 2.68320 -1.31404 5.09355 0.2 -0.3 1.0
C 1.95613 -2.23103 4.14534 0.5 0.3 -1.0
C 0.50248 -1.81196 3.93865 0.3 -0.3 0.1
O -0.16178 -2.84350 3.22168 0.4 0.3 -0.6
C -1.52130 -2.60788 2.92567 -0.2 -0.6 1.5
N 2.71080 -2.21941 2.85012 -0.8 0.0 0.4
H 2.35695 -1.49535 6.12282 -0.3 0.3 -0.1
H 2.56831 -0.25376 4.86549 0.0 0.0 -0.1
H 3.73619 -1.59864 5.13035 0.1 0.2 -0.3
H 2.01994 -3.23476 4.56713 -0.3 -0.1 -0.1
H 0.47015 -0.89009 3.35021 0.0 0.2 0.2
H 0.05126 -1.65637 4.92527 -0.3 0.1 -0.1
H -2.03618 -2.54713 3.89470 -0.3 0.3 -0.1
H -1.87752 -3.53203 2.47203 -0.1 0.2 -0.4
H -1.77347 -1.71113 2.35364 0.4 0.0 -0.2
H 2.03911 -2.52354 2.14499 0.3 -0.2 0.0
H 2.84143 -1.23170 2.63271 0.2 -0.1 -0.1
C 0.47105 -0.27909 -0.71566 0.1 -2.0 1.3
O -0.76316 -0.17337 -0.77913 0.8 0.7 -0.5
N 1.00411 -1.28847 0.03760 0.1 1.4 -0.7
N 1.39009 0.46377 -1.37919 -1.6 1.3 -1.3
H 0.32069 -1.94215 0.35195 0.4 -0.2 0.8
H 2.01756 -1.31926 0.07246 -0.2 -0.8 0.4
H 0.96889 0.93794 -2.17122 0.5 0.3 0.2
H 2.38146 0.52379 -1.26121 0.1 -0.7 0.4
C -1.37734 1.37583 3.05159 1.1 1.1 -0.5
O -0.48682 1.62386 3.86243 -0.6 -0.4 0.0
N -2.69547 1.26476 3.31922 -0.9 -0.5 0.4
N -1.10628 1.28296 1.70499 -0.4 -0.3 0.0
H -3.40341 1.16301 2.59559 0.2 0.2 0.0
H -3.05096 1.44538 4.24020 0.4 -0.1 0.1
H -0.23707 1.58871 1.31571 0.2 -0.1 0.3
H -1.84478 1.10191 1.05156 0.0 -0.1 -0.1
C -1.62365 -4.72347 -1.22536 0.3 0.1 -1.2
O -0.69580 -5.13841 -1.90693 -0.4 0.0 0.4
N -1.52005 -3.63145 -0.41670 -0.5 -0.8 0.3
N -2.89962 -5.23197 -1.30035 0.1 0.0 0.1
H -2.37761 -3.30746 -0.01622 0.2 0.7 0.2
H -0.69395 -3.07400 -0.47470 -0.1 0.1 -0.2
H -3.60308 -4.97344 -0.63704 -0.1 0.0 0.0
H -3.10556 -5.96589 -1.95031 0.2 -0.1 0.1
C 4.93859 -1.23741 -0.31652 -1.4 -0.4 0.8
O 3.83384 -0.95097 0.16148 0.8 0.8 -0.3
N 5.71836 -2.15387 0.30179 0.5 -0.4 -0.1
N 5.44126 -0.71326 -1.48601 0.4 -0.6 0.7
H 5.35997 -2.63664 1.10896 -0.4 0.1 0.0
H 6.46088 -2.62091 -0.18929 0.2 0.3 0.0
H 5.73377 -1.47873 -2.07552 0.2 0.7 -0.7
H 4.93652 0.07460 -1.84908 -0.2 -0.3 -0.5
```
Positions in Å, forces in eV/Å.

LUMO energy ... 0.34 eV
F_max ... 3.06 eV Å⁻¹
HOMO-LUMO gap ... 9.0 eV
ΔE to the lowest compared entry with this formula, charge and spin ... 175.4 kJ/mol
Spin multiplicity ... 1
Total energy ... -71702.252 eV

Here are the Löwdin charges for atoms 1 to 6, given in e: -0.078, -0.432, -0.193, -0.199, -0.120, 0.038

---

No. 2
Below is a 12-piece molecular cluster, C28H82N2O12 overall at a distorted geometry, with properties calculated with wB97M-V/def2-TZVPD.

Geometry as XYZ:
```
124
Properties=species:S:1:pos:R:3:forces:R:3
C 3.36768 -1.26368 -4.97112 -0.4 0.2 0.3
C 2.54454 -0.59539 -3.84999 0.5 0.2 -0.2
O 3.35208 -0.38629 -2.72295 0.8 -0.4 0.2
H 4.28217 -0.73737 -5.24549 -0.1 0.3 0.3
H 2.75814 -1.31356 -5.87429 0.0 -0.2 0.0
H 3.67681 -2.26740 -4.67901 -0.2 -0.1 0.0
H 1.69632 -1.23036 -3.57370 -0.1 -0.1 -0.2
H 2.15138 0.38307 -4.14476 -0.2 -0.1 -0.5
H 2.86831 0.12987 -2.05563 -0.3 0.1 0.0
C 1.75487 -5.13411 -0.14835 -0.3 1.1 0.4
C 0.38203 -5.55166 0.31815 -0.3 -1.9 0.5
O -0.45904 -5.71598 -0.81813 0.0 0.6 -0.3
H 1.64859 -4.07101 -0.37723 0.4 0.0 -0.6
H 2.11035 -5.70154 -1.00539 -0.2 0.0 -0.1
H 2.52763 -5.16856 0.62064 -0.2 -0.3 0.2
H -0.08236 -4.92859 1.08695 0.2 0.7 -0.3
H 0.39948 -6.53029 0.81294 0.4 -0.1 0.1
H -1.33325 -5.98759 -0.52829 0.0 0.0 0.1
C 5.01368 -3.16438 3.33755 0.4 1.5 0.1
C 5.20297 -2.11499 2.23584 0.5 -0.8 -0.9
O 6.50847 -2.24979 1.69532 0.7 0.1 -0.1
H 5.80756 -2.98690 4.06533 -0.1 0.0 0.2
H 5.19332 -4.16768 2.95398 -0.5 0.0 -0.1
H 4.05680 -2.99888 3.83305 -0.1 -0.6 0.0
H 5.18352 -1.05697 2.49659 -0.4 -0.2 0.6
H 4.51545 -2.25914 1.39630 -0.5 0.0 0.2
H 6.63086 -3.14277 1.36202 -0.1 0.0 0.0
C 0.58456 3.11690 -3.56354 -0.5 0.2 -1.0
C 1.70699 3.83008 -2.86331 -0.1 0.3 -1.0
O 1.31892 4.10454 -1.53200 0.3 0.1 0.9
H -0.22543 3.82544 -3.76002 -0.2 0.0 0.4
H 0.17405 2.26877 -3.01740 0.2 0.0 0.1
H 0.81429 2.78722 -4.57790 0.4 -0.2 0.1
H 1.91080 4.78092 -3.36317 0.1 0.0 -0.1
H 2.64821 3.28004 -2.88534 -0.1 -0.2 0.4
H 0.62520 4.77069 -1.53851 -0.1 0.0 0.0
C -1.81191 -2.30815 5.94207 -1.1 0.4 1.1
C -3.10848 -2.92069 6.51870 0.6 0.1 -0.3
O -3.12151 -4.33981 6.39035 -0.2 0.3 0.1
H -1.54362 -2.72850 4.97582 0.0 0.1 0.0
H -1.02263 -2.41283 6.68786 0.3 -0.3 -0.3
H -2.00659 -1.23362 5.90700 0.3 0.1 -0.5
H -3.98942 -2.50228 6.03150 0.0 -0.4 -0.4
H -3.22279 -2.60992 7.56046 0.1 -0.1 0.1
H -2.45111 -4.67269 6.99377 0.0 -0.1 0.0
C -3.91705 -1.29925 -1.09164 0.8 0.4 0.4
C -3.87512 0.21625 -0.77642 -0.2 -0.8 0.5
O -5.13547 0.59952 -0.27903 -0.5 0.4 0.0
H -2.92834 -1.76022 -1.16117 0.2 0.3 -0.7
H -4.52459 -1.46162 -1.97933 0.1 -0.3 0.0
H -4.30420 -1.86797 -0.24315 -0.6 0.3 0.0
H -3.67458 0.84253 -1.64611 0.1 -0.2 -0.1
H -3.14160 0.46882 -0.00626 0.4 -0.2 -0.2
H -5.16951 0.30320 0.63932 -0.2 0.1 0.2
C -2.29008 3.48463 0.07832 0.4 0.5 0.5
C -2.28740 4.56094 1.15343 0.0 -0.3 -0.9
O -2.32981 5.81697 0.49227 0.0 0.4 0.1
H -1.34793 3.58228 -0.46393 -0.1 -0.3 -0.2
H -3.13043 3.62886 -0.59861 0.0 -0.2 0.0
H -2.31886 2.52599 0.59468 -0.1 -0.2 -0.4
H -1.33255 4.49342 1.67993 -0.3 -0.2 0.6
H -3.17934 4.43880 1.77125 0.2 0.0 0.4
H -2.31745 6.48572 1.18340 0.0 0.2 -0.2
C 1.61194 4.22884 2.15002 0.9 -0.5 0.3
C 3.00210 4.51557 1.53450 -0.8 0.3 0.2
O 3.25096 3.61888 0.47178 0.1 0.2 -0.1
H 0.81543 4.27030 1.40724 0.1 0.2 -0.1
H 1.37736 4.87324 2.99823 0.0 0.2 -0.1
H 1.65137 3.20389 2.52460 -0.2 -0.1 0.0
H 3.81949 4.41718 2.24847 -0.2 -0.2 0.2
H 3.02937 5.55631 1.19840 0.1 0.0 -0.2
H 2.67940 3.92133 -0.25081 0.0 -0.2 -0.1
C -2.61476 0.42025 2.90304 -0.4 -0.7 -0.2
C -3.60061 -0.74568 2.73091 0.6 0.9 0.9
O -4.94809 -0.27292 2.61668 0.2 -0.2 -0.5
H -2.60940 0.78806 3.92760 -0.1 0.2 -0.1
H -2.83694 1.20625 2.18180 0.0 0.1 0.1
H -1.63036 0.00592 2.67705 0.2 0.2 0.0
H -3.54019 -1.31655 3.66041 0.1 -0.5 -0.2
H -3.26617 -1.33063 1.87225 -0.4 -0.2 -0.1
H -5.49271 -1.06666 2.60330 -0.3 0.1 0.0
C 1.19294 -0.19667 5.32586 -0.3 -0.4 0.6
C 0.78089 1.19278 4.89493 1.2 0.3 0.3
O -0.42067 1.52779 5.52652 -1.1 -0.2 0.2
H 1.21107 -0.29419 6.41394 0.1 0.5 0.1
H 2.18980 -0.47324 4.98404 -0.1 0.0 -0.3
H 0.46402 -0.96184 5.06040 0.1 0.1 -0.5
H 0.75498 1.30158 3.80694 -0.3 -0.2 -0.1
H 1.53427 1.90395 5.25279 0.3 -0.1 -0.2
H -0.60362 2.46508 5.43019 0.1 0.0 -0.1
C -0.29399 0.07366 -0.97807 -0.7 -0.2 0.9
C 0.79528 0.55766 -0.01789 -0.6 -0.5 -0.9
C 1.37911 -0.62045 0.75570 0.2 0.2 -0.2
O 0.44569 -1.07984 1.71034 -0.1 0.7 -0.2
C 0.90472 -2.10782 2.52527 0.1 -0.6 0.4
N 1.87107 1.16891 -0.81096 0.3 0.1 1.0
H -0.93940 0.87173 -1.34911 0.4 0.2 -0.4
H -1.01891 -0.55411 -0.45280 0.2 -0.2 0.2
H 0.14342 -0.54796 -1.75892 0.0 0.3 -0.2
H 0.40040 1.28788 0.69472 -0.2 -0.1 0.2
H 2.31217 -0.27869 1.21848 0.0 -0.1 0.4
H 1.66688 -1.42496 0.07110 -0.1 -0.1 -0.2
H 0.99872 -3.05442 1.98456 0.0 -0.1 -0.1
H 0.18938 -2.22271 3.33880 -0.1 -0.1 -0.1
H 1.86815 -1.91459 3.00654 0.2 0.3 -0.2
H 1.56751 2.08480 -1.13000 -0.3 -0.2 -0.1
H 2.53340 1.43114 -0.08368 0.6 0.2 -0.3
C -0.15315 -1.09385 -6.48930 -0.5 -0.7 0.8
C -1.41937 -0.47047 -7.09229 0.7 0.8 -0.1
C -1.47124 1.07100 -6.88606 -0.3 -0.5 0.8
O -1.23801 1.47663 -5.52294 0.4 -0.1 -0.8
C -2.36787 1.44103 -4.67428 0.6 -0.1 -0.2
N -1.38786 -0.74573 -8.53801 -0.4 -0.4 -0.2
H -0.01614 -0.92826 -5.41895 -0.3 0.4 0.0
H 0.80316 -0.82915 -6.93843 -0.3 0.3 -0.5
H -0.26264 -2.18032 -6.54565 0.2 -0.1 -0.3
H -2.34264 -0.90889 -6.70611 0.2 -0.1 0.7
H -2.45621 1.44858 -7.17250 -0.1 0.0 -0.3
H -0.71438 1.52936 -7.52067 0.1 0.1 0.1
H -2.00527 1.68953 -3.67697 0.0 -0.1 0.0
H -2.77951 0.42974 -4.66808 -0.4 0.1 0.1
H -3.09372 2.20634 -4.95946 -0.3 -0.2 -0.1
H -2.33354 -0.70432 -8.90733 -0.1 0.5 -0.1
H -1.22060 -1.74332 -8.63176 0.5 0.0 -0.1
```
Positions in Å, forces in eV/Å.

LUMO energy ... 0.40 eV
F_max ... 1.98 eV Å⁻¹
HOMO-LUMO gap ... 9.6 eV
ΔE to the lowest compared entry with this formula, charge and spin ... 121.9 kJ/mol
Spin multiplicity ... 1
Total energy ... -57912.026 eV

Here are the Löwdin charges for atoms 1 to 6, given in e: -0.071, -0.343, -0.110, 0.072, 0.045, 0.072

---

Number 1: highest occupied orbital energy -0.318 hartree. Number 2: highest occupied orbital energy -0.340 hartree.